{
  "formula": "C26H80O14",
  "method": "the ωB97M-V functional and the def2-TZVPD basis",
  "symbols": ["C", "O", "H", "H", "H", "H", "C", "O", "H", "H", "H", "H", "C", "O", "H", "H", "H", "H", "C", "O", "H", "H", "H", "H", "C", "O", "H", "H", "H", "H", "C", "O", "H", "H", "H", "H", "C", "O", "H", "H", "H", "H", "C", "O", "H", "H", "H", "H", "C", "C", "C", "O", "H", "H", "H", "H", "H", "H", "H", "H", "C", "C", "C", "O", "H", "H", "H", "H", "H", "H", "H", "H", "C", "C", "C", "O", "H", "H", "H", "H", "H", "H", "H", "H", "C", "C", "C", "O", "H", "H", "H", "H", "H", "H", "H", "H", "C", "C", "C", "O", "H", "H", "H", "H", "H", "H", "H", "H", "C", "C", "C", "O", "H", "H", "H", "H", "H", "H", "H", "H"],
  "coordinates": [[5.0112, -2.2246, -0.6983], [4.2770, -1.5000, -1.6748], [5.5093, -3.0637, -1.1782], [5.7821, -1.6157, -0.2118], [4.3663, -2.5808, 0.1130], [4.2287, -0.5768, -1.3895], [2.6468, 4.2080, 1.7940], [1.9036, 3.0481, 1.5068], [2.1836, 4.8263, 2.5625], [3.6386, 3.9882, 2.2195], [2.8537, 4.8705, 0.9440], [2.4511, 2.5276, 0.9088], [-1.9590, -3.6998, -0.1904], [-2.6593, -2.4803, -0.4093], [-2.6153, -4.5252, 0.0780], [-1.4452, -3.9832, -1.1163], [-1.1849, -3.5146, 0.5481], [-3.5542, -2.6400, -0.7372], [-4.5453, 0.5508, 1.6197], [-4.9118, 1.7703, 1.0142], [-5.3589, 0.2573, 2.2815], [-4.3657, -0.2514, 0.8900], [-3.6242, 0.6262, 2.2181], [-4.2698, 1.9611, 0.3141], [2.4284, -2.6542, -4.2682], [3.7107, -3.1344, -3.9455], [2.0572, -3.2432, -5.1020], [1.7359, -2.8057, -3.4219], [2.3854, -1.5795, -4.4743], [4.1053, -2.5059, -3.3253], [-5.3281, -1.1021, -1.6768], [-5.3772, -2.4594, -1.2165], [-4.3209, -0.7124, -1.5307], [-5.6141, -1.0165, -2.7249], [-5.9667, -0.4521, -1.0664], [-6.2997, -2.7256, -1.2282], [2.2322, -4.7130, -0.3012], [0.9911, -5.1017, -0.9164], [2.4106, -3.6475, -0.4618], [2.1510, -4.8815, 0.7738], [3.0742, -5.2879, -0.6826], [1.1852, -5.6738, -1.6619], [-3.9093, 2.1549, -2.6599], [-3.3895, 1.8413, -1.3758], [-3.7183, 1.3503, -3.3793], [-4.9920, 2.2485, -2.5873], [-3.4637, 3.0731, -3.0474], [-2.6288, 1.2405, -1.4235], [-1.4257, 3.0085, 2.8583], [-1.9053, 4.0500, 1.8632], [-3.1593, 4.7321, 2.3486], [-0.8936, 5.0300, 1.6800], [-0.3649, 2.8078, 2.6702], [-2.0035, 2.0997, 2.9991], [-1.3577, 3.4714, 3.8557], [-2.1414, 3.5557, 0.9088], [-3.5772, 5.4415, 1.6348], [-2.9868, 5.2371, 3.3028], [-3.9307, 3.9779, 2.5286], [-0.1613, 4.6423, 1.1904], [-1.7632, -1.6908, 3.3512], [-1.4403, -0.6430, 4.4122], [-2.5263, -0.5447, 5.4579], [-0.1789, -0.9451, 5.0203], [-0.8640, -1.9968, 2.8186], [-2.4612, -1.3000, 2.5987], [-2.2719, -2.5587, 3.7788], [-1.3075, 0.3230, 3.9088], [-3.4951, -0.3798, 4.9785], [-2.3378, 0.2235, 6.2051], [-2.6134, -1.5020, 5.9840], [0.4080, -0.2377, 4.7105], [3.3067, -0.2816, 2.3050], [3.0272, 0.2110, 3.7289], [4.0740, 1.2060, 4.1782], [1.7192, 0.7828, 3.8453], [2.4545, -0.5559, 1.6872], [3.9229, -1.1905, 2.3743], [4.0084, 0.3826, 1.7872], [3.0741, -0.6438, 4.4035], [4.0691, 2.0947, 3.5420], [5.0764, 0.7710, 4.1567], [3.8762, 1.5197, 5.2041], [1.5636, 1.3595, 3.0858], [3.1013, 2.0022, -1.9301], [4.5909, 2.1308, -1.7228], [5.0942, 3.5132, -1.2667], [4.9622, 1.1456, -0.7020], [2.5415, 2.0126, -0.9954], [2.8308, 1.1376, -2.5345], [2.7500, 2.8754, -2.4892], [5.1157, 1.8373, -2.6367], [4.9929, 3.6020, -0.1875], [4.5309, 4.2810, -1.7952], [6.1429, 3.5839, -1.5559], [5.9119, 1.2374, -0.5719], [-0.5942, 0.6324, 0.4774], [-0.3588, 0.0859, -0.9165], [0.5566, -1.1119, -0.9441], [-1.6301, -0.2228, -1.5238], [-1.5127, 1.2076, 0.5542], [0.2689, 1.1987, 0.8368], [-0.6890, -0.2064, 1.1802], [0.0763, 0.8429, -1.5793], [0.2058, -1.8908, -0.2565], [1.5715, -0.8486, -0.6264], [0.6343, -1.5677, -1.9300], [-2.0203, -1.0072, -1.0776], [-1.1367, -1.8635, -5.9008], [-2.3171, -1.8332, -4.9725], [-2.1153, -2.6077, -3.6831], [-2.5857, -0.4462, -4.6209], [-1.3266, -1.2577, -6.7915], [-0.8426, -2.8595, -6.2388], [-0.2604, -1.3844, -5.4520], [-3.2376, -2.1761, -5.4485], [-1.1969, -2.3527, -3.1558], [-2.1696, -3.6920, -3.8149], [-2.9533, -2.3642, -3.0266], [-2.1620, -0.2819, -3.7669]],
  "forces_ev_per_a": [[0.10, 0.20, 0.42], [0.03, -0.07, 0.07], [-0.13, -0.09, -0.05], [-0.02, 0.10, -0.24], [-0.05, -0.12, -0.19], [0.20, 0.01, 0.06], [1.28, 1.02, 0.68], [-0.03, -0.04, -0.13], [-0.57, -0.31, -0.12], [-0.14, -0.30, -0.11], [-0.39, -0.29, -0.23], [-0.10, -0.15, 0.01], [0.31, 0.08, -1.01], [-0.14, 0.24, 0.39], [-0.07, 0.12, 0.34], [0.03, -0.09, 0.13], [-0.16, -0.15, 0.27], [-0.15, -0.29, 0.12], [0.23, -0.13, 0.00], [0.08, 0.02, 0.15], [0.02, -0.08, 0.01], [-0.14, 0.06, 0.03], [-0.14, 0.14, 0.01], [-0.10, -0.04, -0.25], [-0.54, -0.19, 0.78], [0.34, 0.17, -0.17], [-0.03, 0.18, -0.19], [0.04, -0.10, -0.16], [0.22, -0.06, -0.35], [-0.09, -0.06, 0.13], [-0.18, 0.41, 0.38], [0.10, 0.35, -0.21], [0.05, -0.20, -0.18], [0.09, -0.04, -0.06], [-0.05, -0.14, -0.11], [0.06, -0.20, 0.08], [-0.50, -0.01, -0.01], [0.38, 0.09, 0.19], [0.03, -0.04, -0.15], [0.00, -0.06, -0.01], [0.05, 0.03, -0.05], [0.02, 0.05, -0.03], [0.23, -0.49, -0.15], [-0.21, 0.41, 0.36], [0.06, 0.08, 0.08], [0.00, 0.23, 0.11], [-0.13, 0.08, 0.01], [-0.09, -0.27, -0.33], [1.04, 0.65, 1.13], [-0.45, -0.56, -0.13], [-0.47, -0.06, 0.29], [0.07, 0.37, -0.11], [-0.24, -0.52, -0.34], [-0.15, -0.01, -0.49], [-0.32, 0.07, -0.13], [0.14, 0.11, -0.03], [0.21, 0.05, -0.06], [0.13, 0.08, -0.11], [0.06, -0.03, -0.08], [-0.04, -0.16, 0.05], [-0.60, 0.12, -0.29], [0.50, -0.02, -0.27], [-0.30, -0.42, 0.07], [-0.26, 0.22, 0.06], [0.08, -0.08, 0.12], [0.09, 0.05, 0.12], [0.31, -0.11, 0.10], [-0.24, -0.02, 0.02], [0.02, 0.20, 0.04], [0.05, 0.12, -0.11], [0.13, 0.06, -0.02], [0.27, -0.31, 0.13], [1.37, -0.61, 0.13], [-0.17, 0.05, -0.51], [0.18, 0.19, 0.27], [0.07, -0.11, 0.05], [-0.25, 0.28, 0.17], [-0.26, -0.04, 0.06], [-0.56, 0.33, -0.24], [-0.43, 0.02, 0.09], [-0.02, -0.04, -0.03], [-0.04, -0.03, -0.09], [-0.03, 0.02, -0.04], [0.07, 0.15, 0.04], [-0.18, 0.71, -0.40], [0.49, -0.38, 0.77], [-0.30, -0.80, -0.69], [-0.27, 0.34, -0.45], [0.06, -0.22, 0.06], [0.03, -0.22, 0.25], [0.03, -0.08, -0.02], [-0.14, 0.14, -0.11], [-0.10, 0.19, 0.03], [0.12, 0.20, 0.16], [0.05, 0.25, 0.22], [0.04, -0.15, 0.08], [0.51, -0.63, 0.53], [-0.44, 0.14, -0.52], [0.30, -0.51, 0.41], [0.31, 0.09, -0.16], [0.11, 0.31, -0.12], [-0.17, 0.24, -0.09], [-0.14, 0.05, -0.10], [-0.15, 0.15, 0.14], [-0.02, 0.10, -0.06], [-0.07, 0.08, -0.03], [-0.05, 0.16, -0.10], [0.16, -0.08, 0.01], [0.53, 0.30, -0.76], [-0.04, 0.77, 0.83], [-0.62, -0.43, 0.10], [0.06, -0.40, -0.13], [-0.21, -0.13, 0.01], [-0.15, -0.08, 0.15], [-0.09, -0.20, 0.30], [0.13, -0.08, -0.19], [0.10, 0.06, -0.15], [0.24, 0.05, -0.21], [0.08, 0.02, 0.07], [0.03, -0.02, 0.01]],
  "lowdin_charge": [-0.14, -0.15, 0.09, 0.08, 0.06, 0.04, -0.16, -0.13, 0.09, 0.07, 0.08, 0.05, -0.11, -0.16, 0.09, 0.06, 0.07, 0.04, -0.16, -0.13, 0.08, 0.06, 0.05, 0.03, -0.18, -0.13, 0.08, 0.06, 0.08, 0.03, -0.13, -0.13, 0.06, 0.09, 0.09, 0.09, -0.13, -0.13, 0.05, 0.08, 0.08, 0.07, -0.12, -0.16, 0.06, 0.08, 0.08, 0.03, -0.06, -0.50, -0.05, -0.04, 0.05, 0.05, 0.09, 0.13, 0.08, 0.08, 0.08, 0.07, -0.06, -0.49, -0.05, -0.06, 0.07, 0.06, 0.08, 0.11, 0.08, 0.08, 0.08, 0.04, -0.04, -0.45, -0.05, -0.07, 0.07, 0.08, 0.06, 0.14, 0.06, 0.09, 0.09, 0.06, -0.04, -0.44, -0.03, -0.09, 0.06, 0.08, 0.09, 0.14, 0.07, 0.08, 0.08, 0.10, -0.01, -0.43, -0.03, -0.10, 0.07, 0.06, 0.08, 0.14, 0.08, 0.07, 0.06, 0.05, -0.06, -0.46, -0.05, -0.08, 0.08, 0.08, 0.07, 0.14, 0.07, 0.09, 0.07, 0.05],
  "lumo_ev": 0.1145,
  "e_above_lowest_ev": 0.8716
}

{
  "formula": "C27H14ClI2N4O5S2Sr",
  "method": "the ωB97M-V functional and the def2-TZVPD basis",
  "symbols": ["Sr", "O", "C", "O", "C", "C", "Cl", "N", "N", "C", "C", "O", "O", "C", "C", "C", "C", "C", "C", "H", "H", "H", "H", "H", "H", "S", "C", "N", "C", "C", "C", "C", "C", "C", "S", "H", "H", "H", "H", "I", "C", "C", "C", "I", "C", "C", "C", "C", "N", "C", "C", "O", "H", "H", "H", "H"],
  "coordinates": [[-0.6760, -0.8913, 1.4823], [-1.7640, -3.5769, -3.7981], [-0.4610, -3.4374, -3.8450], [0.1613, -3.4844, -4.8827], [0.2233, -3.2060, -2.5338], [1.5937, -3.2285, -2.3324], [2.7818, -3.4626, -3.5242], [1.8321, -2.9602, -1.0148], [0.6703, -2.7654, -0.3682], [-0.2995, -2.9092, -1.2493], [-1.7419, -2.6740, -0.8363], [-2.6320, -3.0272, -1.6352], [-1.9155, -2.1153, 0.2691], [3.0415, -2.8694, -0.2595], [3.0087, -2.1495, 0.9331], [4.1485, -2.0282, 1.7059], [5.3371, -2.6186, 1.3052], [5.3677, -3.3393, 0.1233], [4.2301, -3.4749, -0.6579], [-2.1319, -3.3961, -2.8578], [2.0996, -1.6590, 1.2367], [4.1084, -1.4589, 2.6252], [6.2308, -2.5150, 1.9066], [6.2884, -3.8091, -0.1978], [4.2851, -4.0589, -1.5570], [-2.3584, -1.6744, 3.6504], [-2.9855, -0.2330, 3.0532], [-2.3248, 0.6289, 2.3089], [-3.0736, 1.7459, 2.0000], [-2.6333, 2.8527, 1.2752], [-3.5083, 3.8968, 1.0336], [-4.8193, 3.8622, 1.5052], [-5.2660, 2.7826, 2.2527], [-4.3893, 1.7387, 2.5004], [-4.6415, 0.2696, 3.4063], [-1.6101, 2.8820, 0.9233], [-3.1661, 4.7555, 0.4685], [-5.4945, 4.6801, 1.2879], [-6.2778, 2.7491, 2.6372], [2.1842, 2.6501, 3.6619], [1.4347, 2.7234, 1.7030], [1.4161, 3.9282, 1.0077], [0.9562, 3.9735, -0.2841], [1.0062, 5.8339, -1.2843], [0.4740, 2.8126, -0.9220], [0.0140, 2.7482, -2.2558], [-0.4781, 1.5761, -2.7560], [-0.5594, 0.4583, -1.9102], [-0.1148, 0.4674, -0.6762], [0.4380, 1.5986, -0.1778], [0.9775, 1.5087, 1.1698], [1.0176, 0.4003, 1.7981], [1.7764, 4.8245, 1.4933], [0.0552, 3.6397, -2.8676], [-0.8159, 1.4939, -3.7797], [-1.0198, -0.4589, -2.2605]],
  "forces_ev_per_a": [[0.52, -0.95, 1.43], [0.51, -0.14, -0.78], [-0.25, 0.05, -0.18], [0.16, -0.05, 0.03], [0.31, -0.10, 0.08], [-0.42, 0.18, 0.02], [0.20, 0.04, 0.18], [0.00, -0.22, -0.33], [-0.32, 0.14, 0.31], [0.05, -0.08, -0.29], [-0.14, -0.11, 0.05], [-0.10, 0.20, 0.64], [-1.61, -1.95, -2.17], [0.31, 0.11, 0.18], [-0.08, 0.03, -0.18], [0.06, -0.01, 0.07], [0.01, 0.00, -0.03], [0.04, 0.02, 0.07], [-0.17, -0.04, 0.01], [-0.29, -0.05, 0.16], [0.08, 0.09, 0.01], [-0.06, 0.04, -0.02], [-0.01, 0.00, 0.00], [-0.02, -0.02, -0.03], [-0.06, -0.07, -0.12], [-0.19, -0.63, 0.73], [-0.26, 0.38, 0.11], [-0.68, 0.87, 0.20], [-0.38, 0.18, 0.08], [0.06, -0.13, 0.03], [0.04, 0.05, -0.06], [-0.06, -0.05, 0.04], [-0.03, 0.02, 0.00], [0.13, -0.18, 0.01], [0.07, 0.13, -0.12], [0.00, 0.05, -0.03], [0.01, -0.02, 0.00], [0.02, 0.01, 0.03], [0.00, 0.04, -0.02], [-0.08, 0.08, -0.24], [0.04, -0.41, 0.38], [-0.06, 0.07, -0.19], [0.14, 0.49, -0.04], [-0.02, -0.25, 0.13], [-0.04, -0.32, 0.11], [-0.05, -0.06, -0.04], [0.01, 0.09, -0.01], [-0.02, 0.00, 0.13], [0.04, 0.01, -0.37], [0.14, 0.38, -0.08], [0.42, 0.66, 0.06], [2.06, 1.45, 0.14], [0.00, 0.01, -0.02], [0.00, -0.02, -0.03], [-0.04, 0.04, 0.01], [0.03, 0.00, -0.03]],
  "lowdin_charge": [1.46, 0.11, -0.53, 0.04, -0.06, -0.56, 0.81, -0.05, 0.13, -0.14, -0.56, 0.07, -0.26, -0.16, -0.01, -0.06, -0.09, -0.09, -0.05, 0.00, 0.07, 0.11, 0.10, 0.10, 0.06, 0.47, -1.20, -0.15, -0.31, 0.00, -0.09, -0.11, -0.11, -0.48, 1.00, 0.10, 0.10, 0.09, 0.10, 0.87, -0.64, -0.24, -0.67, 0.84, -0.23, -0.04, -0.03, -0.10, 0.06, -0.17, -0.49, -0.38, 0.07, 0.06, 0.11, 0.11],
  "lumo_ev": 1.9099,
  "charge": -1
}

{
  "formula": "C27H15Cl2MnN3S3",
  "method": "the ωB97M-V functional and the def2-TZVPD basis",
  "symbols": ["Mn", "Cl", "C", "C", "C", "C", "C", "Cl", "C", "S", "H", "H", "H", "S", "C", "C", "C", "C", "N", "C", "C", "C", "S", "C", "N", "H", "H", "N", "C", "C", "C", "C", "C", "C", "C", "C", "C", "C", "C", "C", "C", "H", "H", "H", "H", "H", "H", "H", "H", "H", "H"],
  "coordinates": [[-0.0907, 0.2430, 0.1421], [-0.0293, 1.9653, 1.4249], [-0.9172, 3.2967, 0.7542], [-1.0281, 4.4580, 1.4946], [-1.7298, 5.5257, 0.9664], [-2.2890, 5.4196, -0.2992], [-2.1667, 4.2494, -1.0230], [-2.8815, 4.1618, -2.5909], [-1.4880, 3.1229, -0.5143], [-1.4108, 1.6299, -1.3815], [-0.5735, 4.5132, 2.4748], [-1.8458, 6.4367, 1.5365], [-2.8373, 6.2487, -0.7254], [2.1687, 0.4578, -0.8615], [2.6894, -1.1940, -0.8050], [3.5459, -1.6678, -1.7958], [3.9341, -3.0000, -1.8343], [4.7671, -3.4546, -2.8944], [5.4497, -3.8019, -3.7544], [3.4484, -3.8922, -0.8564], [2.6422, -3.4130, 0.1663], [2.2607, -2.0725, 0.2251], [1.2981, -1.5124, 1.5566], [3.7533, -5.2784, -0.9714], [3.9928, -6.3985, -1.0912], [3.8752, -0.9873, -2.5684], [2.2746, -4.0898, 0.9256], [-0.9083, -1.2192, -0.3629], [-1.2934, -2.1824, -1.0913], [-2.4343, -2.9956, -0.6088], [-2.7091, -3.0423, 0.7591], [-3.8694, -3.6354, 1.2204], [-4.7743, -4.1855, 0.3198], [-4.4931, -4.1707, -1.0379], [-3.3240, -3.5879, -1.5022], [-0.6490, -2.4877, -2.3991], [-0.2344, -1.4416, -3.2240], [0.4740, -1.7059, -4.3820], [0.7959, -3.0133, -4.7202], [0.4044, -4.0564, -3.8948], [-0.3266, -3.7988, -2.7456], [-1.9994, -2.5773, 1.4309], [-4.0863, -3.6608, 2.2809], [-5.7067, -4.6067, 0.6743], [-5.1950, -4.5997, -1.7420], [-3.1124, -3.5409, -2.5631], [-0.4856, -0.4269, -2.9464], [0.7991, -0.8882, -5.0128], [1.3692, -3.2169, -5.6158], [0.6830, -5.0740, -4.1396], [-0.6169, -4.6113, -2.0900]],
  "forces_ev_per_a": [[1.65, -1.52, -1.60], [0.51, 1.92, 2.26], [-0.54, 0.52, -0.62], [0.15, -0.17, 0.18], [-0.02, 0.04, -0.02], [-0.05, 0.04, 0.00], [0.17, -0.07, 0.33], [-0.10, 0.05, -0.14], [-0.02, -0.06, 0.02], [0.11, -0.22, 0.22], [0.00, 0.02, 0.00], [0.04, 0.01, 0.00], [0.01, -0.01, -0.03], [-0.31, 0.24, -0.20], [-0.08, 0.10, 0.17], [-0.08, -0.24, 0.00], [-0.39, 0.12, 0.29], [0.33, -0.17, -0.35], [-0.07, 0.04, 0.05], [0.08, 0.41, -0.19], [-0.05, -0.07, -0.10], [0.07, 0.18, -0.01], [-0.52, 0.52, 0.07], [0.09, -0.45, 0.08], [-0.03, 0.07, 0.06], [0.04, -0.01, -0.01], [0.02, -0.04, -0.01], [-1.72, -1.71, -0.57], [0.73, 0.71, 0.01], [-0.44, -0.11, 0.12], [0.13, 0.06, -0.08], [-0.06, -0.07, -0.01], [-0.01, 0.01, -0.03], [-0.06, -0.07, -0.03], [0.13, 0.13, 0.02], [0.33, -0.04, -0.05], [-0.21, -0.10, 0.15], [0.07, 0.01, -0.09], [0.05, 0.04, 0.02], [-0.01, -0.12, -0.04], [-0.02, 0.07, 0.07], [-0.01, -0.02, 0.05], [0.04, 0.02, 0.01], [0.03, -0.07, 0.01], [-0.01, 0.00, 0.00], [-0.05, -0.05, -0.01], [0.11, 0.05, -0.02], [-0.03, 0.01, 0.01], [0.01, 0.00, 0.01], [-0.01, 0.01, 0.01], [0.00, -0.01, -0.01]],
  "mulliken_spin": [3.90, 0.01, 0.00, 0.00, 0.00, 0.00, 0.00, 0.00, 0.00, 0.00, 0.00, 0.00, 0.00, 0.09, 0.01, 0.00, 0.00, 0.00, 0.00, 0.01, -0.01, 0.01, -0.03, 0.00, 0.00, 0.00, 0.00, -0.18, 0.11, 0.01, 0.03, -0.01, 0.01, -0.01, 0.01, -0.01, 0.01, 0.00, 0.01, -0.01, 0.01, 0.01, 0.00, 0.00, 0.00, 0.00, 0.00, 0.00, 0.00, 0.00, 0.00],
  "lumo_ev": [1.4208, 1.8093],
  "multiplicity": 5,
  "s_squared": 6.16,
  "e_above_lowest_ev": 1.4015,
  "charge": -1
}